Density functional theory data (wB97M-V/def2-TZVPD) for a 12-piece molecular cluster, C66H104N10O14 overall in a non-equilibrium geometry.

**Molar mass**: 1261.6 g mol⁻¹
**Frontier orbital gap**: 0.052 Eh
**Relative energy (zero: lowest compared OMol25 entry of this formula, charge and spin)**: 0.00 kcal/mol
**Net charge**: +2

Last column: Löwdin charge in e.
Cartesian coordinates (Å):
C (-1.85, 8.18, -1.77)  -0.0198
C (-3.22, 7.58, -1.30)  -0.4306
C (-3.28, 6.38, -2.29)  -0.1447
C (-2.61, 5.16, -1.80)  -0.2132
C (-3.06, 4.67, -0.43)  -0.1019
C (-2.70, 5.80, 0.62)  -0.3827
N (-3.16, 7.17, 0.15)  0.0719
O (-2.91, 8.28, 1.03)  0.0551
C (-1.15, 5.81, 0.93)  0.0016
C (-3.59, 5.64, 1.96)  0.0106
C (-4.31, 8.62, -1.41)  -0.0150
H (-1.03, 7.47, -1.69)  0.0690
H (-1.45, 9.06, -1.26)  0.0926
H (-1.98, 8.50, -2.80)  0.0930
H (-3.00, 6.66, -3.30)  0.1321
H (-4.32, 6.10, -2.47)  0.1343
H (-1.53, 5.28, -1.68)  0.0875
H (-2.75, 4.39, -2.55)  0.1235
H (-2.50, 3.79, -0.10)  0.1160
H (-4.11, 4.36, -0.43)  0.1310
H (-0.54, 5.89, 0.03)  0.0512
H (-0.92, 4.83, 1.36)  0.0920
H (-0.74, 6.62, 1.52)  0.0929
H (-3.26, 6.30, 2.76)  0.0846
H (-3.41, 4.61, 2.28)  0.0897
H (-4.66, 5.74, 1.75)  0.0906
H (-4.13, 9.21, -2.31)  0.0965
H (-4.25, 9.39, -0.64)  0.0881
H (-5.33, 8.23, -1.42)  0.1003
C (8.25, -0.86, 6.08)  -0.0255
C (7.87, 0.58, 6.46)  -0.3706
C (8.03, 0.60, 7.99)  -0.1516
C (8.01, 2.04, 8.54)  -0.1517
C (9.29, 2.73, 8.03)  -0.1035
C (9.50, 2.87, 6.43)  -0.3979
N (8.95, 1.57, 5.74)  0.1325
O (9.06, 1.60, 4.39)  0.1353
C (11.01, 3.21, 5.98)  0.0264
C (8.66, 3.96, 5.87)  -0.0409
C (6.49, 1.08, 5.94)  0.0230
H (9.26, -1.09, 6.42)  0.0952
H (8.12, -0.95, 5.00)  0.0907
H (7.52, -1.57, 6.46)  0.1043
H (8.93, 0.06, 8.29)  0.1190
H (7.36, 0.02, 8.62)  0.1384
H (7.91, 1.91, 9.62)  0.1229
H (7.09, 2.56, 8.25)  0.1092
H (10.16, 2.13, 8.29)  0.1046
H (9.64, 3.53, 8.67)  0.1285
H (11.67, 2.51, 6.49)  0.0873
H (11.15, 4.24, 6.30)  0.0949
H (10.98, 3.16, 4.89)  0.0799
H (7.61, 3.84, 6.11)  0.1008
H (8.87, 4.12, 4.81)  0.0986
H (8.99, 4.88, 6.37)  0.1102
H (6.41, 1.64, 5.00)  0.0974
H (6.00, 1.81, 6.58)  0.0858
H (5.88, 0.18, 5.97)  0.1033
C (-6.22, -5.37, -4.87)  0.0190
N (-7.48, -5.27, -4.17)  -0.0999
C (-8.24, -6.34, -4.03)  0.0346
C (-9.35, -6.27, -3.13)  0.0616
C (-9.84, -5.04, -2.72)  -0.1332
C (-9.12, -3.87, -3.08)  0.0924
C (-7.87, -4.02, -3.75)  0.0830
C (-11.12, -4.95, -1.91)  -0.1301
C (-11.28, -5.48, -0.60)  0.0793
C (-12.54, -5.34, 0.07)  0.0436
N (-13.57, -4.69, -0.54)  -0.0860
C (-13.40, -4.17, -1.80)  0.0528
C (-12.18, -4.29, -2.50)  0.0568
C (-14.79, -4.36, 0.22)  0.0408
H (-5.51, -4.55, -4.84)  0.1228
H (-6.48, -5.49, -5.92)  0.1248
H (-5.64, -6.27, -4.63)  0.1164
H (-7.89, -7.20, -4.59)  0.1559
H (-9.90, -7.17, -2.93)  0.1328
H (-9.35, -2.86, -2.80)  0.1439
H (-7.15, -3.25, -3.97)  0.1575
H (-10.45, -5.83, -0.01)  0.1340
H (-12.71, -5.68, 1.08)  0.1487
H (-14.29, -3.76, -2.24)  0.1505
H (-12.05, -3.88, -3.49)  0.1456
H (-15.66, -4.27, -0.43)  0.1081
H (-14.50, -3.36, 0.56)  0.1231
H (-15.12, -5.05, 1.00)  0.1152
C (0.40, 0.10, -6.82)  0.0772
N (1.15, 0.94, -5.82)  -0.0631
C (0.69, 2.13, -5.56)  -0.0093
C (1.35, 2.87, -4.58)  0.0423
C (2.49, 2.40, -3.85)  -0.0752
C (2.96, 1.10, -4.14)  0.0550
C (2.26, 0.45, -5.14)  0.0556
C (3.04, 3.25, -2.68)  -0.1218
C (3.00, 4.62, -2.78)  0.0439
C (3.50, 5.36, -1.68)  0.0478
N (4.01, 4.74, -0.58)  -0.0834
C (4.09, 3.40, -0.53)  0.0336
C (3.61, 2.62, -1.57)  0.0600
C (4.48, 5.49, 0.60)  0.0496
H (-0.40, -0.34, -6.23)  0.1250
H (1.09, -0.64, -7.23)  0.1126
H (0.05, 0.70, -7.66)  0.1176
H (-0.16, 2.54, -6.09)  0.1636
H (0.96, 3.88, -4.57)  0.1174
H (3.83, 0.69, -3.64)  0.1424
H (2.53, -0.58, -5.35)  0.1551
H (2.58, 5.08, -3.65)  0.1283
H (3.48, 6.44, -1.68)  0.1492
H (4.19, 2.92, 0.43)  0.1632
H (3.43, 1.60, -1.26)  0.1420
H (5.30, 5.00, 1.12)  0.1192
H (3.58, 5.72, 1.17)  0.1261
H (4.95, 6.37, 0.16)  0.1068
C (-3.33, -1.83, -0.64)  -0.0590
C (-2.41, -0.82, -1.23)  -0.1786
N (-1.14, -0.81, -0.46)  -0.0425
C (-0.02, -1.53, -0.70)  -0.0037
C (0.82, -1.40, 0.43)  -0.0120
N (0.17, -0.71, 1.36)  -0.1129
C (-1.01, -0.28, 0.83)  0.0463
C (0.65, -0.24, 2.63)  0.0295
H (-3.10, -1.96, 0.42)  0.0887
H (-3.18, -2.77, -1.17)  0.0846
H (-4.34, -1.46, -0.76)  0.0938
H (-2.77, 0.19, -1.40)  0.1283
H (-2.32, -1.13, -2.27)  0.1281
H (0.10, -1.97, -1.67)  0.1403
H (1.84, -1.71, 0.61)  0.1425
H (-1.67, 0.35, 1.40)  0.1712
H (0.11, 0.68, 2.86)  0.1059
H (1.71, 0.01, 2.50)  0.1142
H (0.28, -0.86, 3.45)  0.1201
C (5.38, -6.02, 1.22)  -0.0744
C (5.19, -7.48, 0.98)  -0.1486
N (6.32, -8.00, 0.13)  -0.0405
C (6.59, -7.69, -1.20)  0.0016
C (7.78, -8.27, -1.64)  0.0716
N (8.31, -8.91, -0.45)  -0.1028
C (7.34, -8.81, 0.56)  0.0264
C (9.56, -9.58, -0.23)  -0.0095
H (4.66, -5.69, 1.97)  0.0887
H (5.11, -5.47, 0.31)  0.0845
H (6.37, -5.70, 1.53)  0.0928
H (4.20, -7.82, 0.66)  0.1373
H (5.38, -7.88, 1.97)  0.1155
H (5.98, -6.97, -1.73)  0.1430
H (8.42, -8.19, -2.52)  0.1318
H (7.38, -9.15, 1.58)  0.1601
H (10.16, -9.40, -1.13)  0.1008
H (9.39, -10.65, -0.20)  0.1098
H (10.09, -9.07, 0.58)  0.1093
C (1.42, -6.60, -3.59)  -0.0665
C (1.61, -5.65, -4.83)  -0.8590
O (0.66, -4.95, -5.20)  -0.1094
O (2.75, -5.69, -5.26)  -0.0792
H (0.40, -7.00, -3.63)  0.0431
H (1.64, -6.04, -2.68)  0.0357
H (2.12, -7.43, -3.55)  0.0395
C (-6.82, 1.76, -3.26)  -0.0588
C (-8.17, 1.94, -3.88)  -0.7783
O (-8.21, 2.87, -4.76)  -0.0296
O (-9.11, 1.27, -3.42)  -0.0800
H (-7.06, 2.07, -2.24)  0.0655
H (-5.97, 2.38, -3.53)  0.0583
H (-6.50, 0.73, -3.12)  0.0540
C (-6.70, -0.39, -8.10)  -0.0457
C (-5.20, -0.05, -7.79)  -0.7824
O (-4.64, 0.68, -8.63)  -0.0859
O (-4.71, -0.32, -6.65)  -0.1431
H (-7.18, -1.23, -7.61)  0.0314
H (-6.80, -0.59, -9.17)  0.0547
H (-7.23, 0.50, -7.75)  0.0679
C (-5.84, -1.59, 4.85)  -0.0593
C (-4.93, -0.51, 4.32)  -0.7851
O (-5.25, -0.06, 3.15)  -0.1558
O (-3.89, -0.17, 4.92)  -0.0888
H (-6.49, -1.23, 5.64)  0.0697
H (-5.13, -2.24, 5.36)  0.0573
H (-6.28, -2.26, 4.11)  0.0569
C (0.57, 5.47, 6.01)  -0.0497
C (1.99, 4.88, 5.77)  -0.8002
O (2.23, 4.34, 4.68)  -0.1290
O (2.81, 4.90, 6.74)  -0.1175
H (0.23, 4.88, 6.86)  0.0612
H (-0.14, 5.26, 5.22)  0.0378
H (0.37, 6.52, 6.25)  0.0545
C (8.32, -1.61, 0.59)  -0.0559
C (6.83, -1.27, 0.37)  -0.8009
O (6.16, -1.69, -0.63)  -0.1438
O (6.33, -0.56, 1.28)  -0.1368
H (8.86, -1.14, -0.23)  0.0609
H (8.49, -2.68, 0.61)  0.0478
H (8.84, -1.36, 1.51)  0.0450

***

Density functional theory data (wB97M-V/def2-TZVPD) for a 13-piece molecular cluster, C66H135N6O28P7 overall in a non-equilibrium geometry.

**Molar mass**: 1677.6 g mol⁻¹
**Frontier orbital gap**: 0.303 Eh
**Relative energy (zero: lowest compared OMol25 entry of this formula, charge and spin)**: 80.19 kcal/mol
**Net charge**: 0

Last column: Löwdin charge in e.
Cartesian coordinates (Å):
C (7.14, 11.44, -9.49)  -0.0553
C (5.91, 10.54, -9.78)  -0.2673
O (6.21, 9.23, -9.30)  -0.1899
P (4.99, 8.21, -9.31)  0.4327
O (3.98, 8.44, -10.35)  -0.2199
O (4.32, 8.41, -7.82)  -0.1946
C (5.22, 8.20, -6.73)  -0.2770
C (5.04, 9.43, -5.77)  -0.0566
O (5.69, 6.78, -9.22)  -0.1875
C (4.95, 5.57, -9.11)  -0.2416
C (4.65, 5.02, -10.54)  -0.0659
H (6.94, 12.50, -9.66)  0.0752
H (7.43, 11.31, -8.45)  0.0701
H (7.92, 11.04, -10.14)  0.0751
H (5.00, 10.93, -9.32)  0.1176
H (5.78, 10.47, -10.86)  0.1153
H (5.03, 7.24, -6.27)  0.1175
H (6.27, 8.18, -7.05)  0.1025
H (5.19, 10.44, -6.15)  0.0725
H (3.99, 9.39, -5.47)  0.0688
H (5.60, 9.21, -4.86)  0.0701
H (5.37, 4.75, -8.53)  0.1182
H (4.00, 5.86, -8.67)  0.1086
H (3.91, 4.21, -10.52)  0.0735
H (4.16, 5.77, -11.16)  0.0638
H (5.57, 4.75, -11.06)  0.0742
C (-4.31, 6.77, 9.40)  -0.0903
C (-4.06, 5.97, 8.18)  -0.3329
O (-3.18, 6.58, 7.32)  -0.1753
P (-3.55, 7.95, 6.51)  0.5697
O (-3.89, 9.13, 7.36)  -0.2445
O (-2.17, 8.14, 5.58)  -0.1965
C (-2.04, 9.36, 4.83)  -0.2768
C (-1.20, 9.13, 3.56)  -0.0711
O (-4.68, 7.44, 5.45)  -0.1995
C (-5.80, 8.23, 5.16)  -0.2926
C (-6.44, 7.51, 4.00)  -0.0752
H (-3.41, 7.24, 9.80)  0.0891
H (-5.05, 7.55, 9.23)  0.0722
H (-4.76, 6.15, 10.18)  0.0800
H (-3.74, 4.95, 8.37)  0.1265
H (-5.03, 5.91, 7.68)  0.1130
H (-3.04, 9.68, 4.56)  0.0939
H (-1.70, 10.25, 5.36)  0.1189
H (-0.15, 8.99, 3.83)  0.0725
H (-1.43, 8.28, 2.93)  0.0734
H (-1.30, 9.98, 2.88)  0.0743
H (-6.46, 8.37, 6.02)  0.1225
H (-5.44, 9.20, 4.83)  0.1116
H (-5.77, 7.58, 3.13)  0.0792
H (-6.70, 6.46, 4.10)  0.0808
H (-7.35, 8.05, 3.73)  0.0766
C (1.67, -1.25, 7.39)  -0.0607
C (0.75, -1.22, 8.62)  -0.3004
O (1.49, -1.26, 9.80)  -0.1775
P (1.31, -0.16, 10.98)  0.4397
O (2.14, -0.47, 12.16)  -0.2254
O (1.47, 1.24, 10.24)  -0.1686
C (2.70, 1.83, 9.92)  -0.2861
C (2.67, 3.37, 9.97)  -0.0580
O (-0.25, -0.26, 11.23)  -0.1694
C (-0.89, -1.41, 11.70)  -0.2809
C (-2.16, -1.60, 10.88)  -0.0730
H (2.52, -0.58, 7.52)  0.0699
H (2.02, -2.27, 7.23)  0.0722
H (1.10, -1.00, 6.49)  0.0765
H (0.34, -0.21, 8.56)  0.1036
H (-0.13, -1.85, 8.51)  0.1116
H (3.48, 1.49, 10.61)  0.1179
H (2.97, 1.53, 8.91)  0.1132
H (2.07, 3.63, 9.09)  0.0748
H (2.27, 3.80, 10.89)  0.0816
H (3.68, 3.74, 9.82)  0.0776
H (-0.36, -2.36, 11.58)  0.1212
H (-1.11, -1.42, 12.77)  0.1224
H (-1.97, -1.92, 9.86)  0.0579
H (-2.78, -2.38, 11.33)  0.0794
H (-2.74, -0.69, 10.73)  0.0804
C (6.49, -17.71, -0.03)  -0.0677
C (5.87, -18.67, 1.02)  -0.2745
O (4.93, -18.02, 1.84)  -0.1861
P (3.52, -17.42, 1.22)  0.5180
O (2.41, -17.28, 2.21)  -0.2385
O (3.97, -16.02, 0.45)  -0.2053
C (4.41, -14.97, 1.26)  -0.3157
C (4.88, -13.84, 0.37)  -0.0684
O (3.22, -18.44, 0.04)  -0.2000
C (2.08, -18.35, -0.79)  -0.2674
C (2.09, -19.63, -1.64)  -0.0532
H (7.41, -18.07, -0.48)  0.0738
H (5.83, -17.31, -0.81)  0.0685
H (6.82, -16.80, 0.46)  0.0664
H (5.55, -19.59, 0.53)  0.1084
H (6.57, -19.05, 1.77)  0.1186
H (3.68, -14.69, 2.03)  0.1207
H (5.29, -15.29, 1.83)  0.1087
H (5.61, -14.16, -0.37)  0.0733
H (4.12, -13.38, -0.27)  0.0750
H (5.33, -13.08, 1.01)  0.0783
H (1.17, -18.22, -0.21)  0.1166
H (2.15, -17.41, -1.34)  0.1169
H (3.06, -19.61, -2.15)  0.0745
H (1.99, -20.45, -0.93)  0.0830
H (1.40, -19.64, -2.48)  0.0761
C (-10.38, -2.60, 8.09)  -0.0769
C (-9.88, -4.01, 7.71)  -0.2375
O (-8.49, -3.80, 7.37)  -0.2217
P (-8.14, -3.54, 5.79)  0.4632
O (-9.01, -2.47, 5.25)  -0.2279
O (-8.16, -4.99, 5.12)  -0.1745
C (-7.46, -6.04, 5.69)  -0.3008
C (-8.34, -7.27, 5.60)  -0.0642
O (-6.58, -3.15, 5.80)  -0.1735
C (-6.04, -2.70, 4.55)  -0.2817
C (-6.01, -1.19, 4.36)  -0.0739
H (-10.58, -1.98, 7.22)  0.0681
H (-11.37, -2.64, 8.55)  0.0673
H (-9.77, -2.17, 8.88)  0.0824
H (-9.81, -4.59, 8.63)  0.1148
H (-10.37, -4.56, 6.91)  0.1157
H (-6.46, -6.07, 5.25)  0.1242
H (-7.20, -5.88, 6.74)  0.1133
H (-8.47, -7.58, 4.56)  0.0745
H (-8.03, -8.23, 5.99)  0.0766
H (-9.36, -7.13, 5.97)  0.0773
H (-5.05, -3.15, 4.53)  0.1162
H (-6.45, -3.16, 3.65)  0.1152
H (-5.38, -0.87, 3.52)  0.0788
H (-6.97, -0.69, 4.39)  0.0725
H (-5.59, -0.71, 5.24)  0.0724
C (-0.28, 3.29, -1.35)  -0.0699
C (1.17, 2.82, -1.47)  -0.2611
O (1.32, 1.60, -0.70)  -0.1981
P (2.63, 0.67, -0.82)  0.4994
O (3.55, 1.04, -1.94)  -0.2588
O (3.29, 0.82, 0.66)  -0.1992
C (3.59, 2.11, 1.29)  -0.2356
C (2.41, 2.57, 2.14)  -0.0799
O (2.11, -0.89, -0.87)  -0.1819
C (2.90, -1.84, -1.57)  -0.2865
C (3.95, -2.58, -0.73)  -0.0662
H (-0.43, 3.42, -0.28)  0.0667
H (-0.53, 4.25, -1.81)  0.0784
H (-1.03, 2.56, -1.66)  0.0775
H (1.43, 2.68, -2.52)  0.1093
H (1.85, 3.63, -1.19)  0.1139
H (4.47, 2.05, 1.92)  0.1173
H (3.76, 2.91, 0.57)  0.1100
H (1.53, 2.75, 1.53)  0.0593
H (2.16, 1.83, 2.89)  0.0790
H (2.65, 3.49, 2.67)  0.0803
H (2.13, -2.58, -1.79)  0.1146
H (3.29, -1.45, -2.51)  0.1116
H (3.65, -3.27, 0.05)  0.0761
H (4.67, -3.06, -1.40)  0.0769
H (4.50, -1.81, -0.18)  0.0667
C (-7.81, 4.68, -5.69)  -0.0774
C (-9.29, 4.91, -5.62)  -0.2566
O (-9.67, 4.67, -4.24)  -0.2047
P (-10.94, 3.81, -3.83)  0.5032
O (-12.07, 3.85, -4.82)  -0.2534
O (-10.24, 2.32, -3.65)  -0.1901
C (-9.16, 2.06, -2.72)  -0.2815
C (-7.95, 1.45, -3.41)  -0.0686
O (-11.35, 4.29, -2.31)  -0.2095
C (-12.28, 5.42, -2.14)  -0.2327
C (-13.73, 4.94, -1.94)  -0.0746
H (-7.51, 5.05, -6.67)  0.0793
H (-7.27, 5.20, -4.90)  0.0868
H (-7.52, 3.63, -5.76)  0.0650
H (-9.64, 5.92, -5.82)  0.1209
H (-9.79, 4.32, -6.39)  0.1207
H (-8.86, 2.93, -2.13)  0.1099
H (-9.54, 1.36, -1.97)  0.1169
H (-7.15, 1.13, -2.74)  0.0784
H (-8.31, 0.48, -3.77)  0.0763
H (-7.53, 2.01, -4.24)  0.0561
H (-12.02, 6.03, -1.28)  0.1115
H (-12.17, 6.03, -3.04)  0.1052
H (-13.88, 4.51, -0.96)  0.0739
H (-14.45, 5.74, -2.10)  0.0744
H (-14.02, 4.22, -2.71)  0.0708
N (9.85, 6.02, 2.30)  -0.0135
C (9.33, 6.03, 3.55)  -0.1435
C (8.89, 7.35, 3.82)  -0.1138
C (9.12, 8.13, 2.67)  -0.1023
C (9.70, 7.24, 1.73)  -0.1491
H (10.12, 5.21, 1.75)  0.1521
H (9.27, 5.13, 4.14)  0.1007
H (8.36, 7.65, 4.71)  0.0836
H (8.90, 9.16, 2.45)  0.0847
H (9.94, 7.36, 0.68)  0.1010
N (-6.95, 12.15, -1.17)  0.0046
C (-6.44, 12.90, -0.15)  -0.1349
C (-5.03, 12.84, -0.24)  -0.1225
C (-4.72, 11.95, -1.23)  -0.1332
C (-5.91, 11.52, -1.78)  -0.1543
H (-7.92, 11.93, -1.34)  0.1501
H (-7.08, 13.51, 0.47)  0.1010
H (-4.41, 13.40, 0.44)  0.0898
H (-3.73, 11.58, -1.48)  0.0955
H (-6.05, 10.81, -2.58)  0.1039
N (-4.13, -4.43, -8.63)  -0.0167
C (-3.40, -3.25, -8.65)  -0.1157
C (-2.29, -3.46, -7.80)  -0.1065
C (-2.48, -4.72, -7.19)  -0.1236
C (-3.62, -5.27, -7.71)  -0.1654
H (-4.95, -4.65, -9.17)  0.1462
H (-3.62, -2.49, -9.38)  0.0973
H (-1.54, -2.71, -7.61)  0.0861
H (-1.83, -5.28, -6.54)  0.0888
H (-4.14, -6.22, -7.67)  0.1095
N (8.71, -10.73, -5.67)  -0.0211
C (7.70, -9.77, -5.74)  -0.1161
C (6.50, -10.49, -5.55)  -0.1235
C (6.81, -11.87, -5.38)  -0.1273
C (8.20, -12.03, -5.43)  -0.1057
H (9.68, -10.45, -5.67)  0.1337
H (7.90, -8.73, -5.94)  0.0991
H (5.51, -10.05, -5.58)  0.0825
H (6.03, -12.59, -5.19)  0.0841
H (8.81, -12.91, -5.26)  0.0945
N (10.11, 1.31, -2.14)  -0.0106
C (10.62, 0.52, -1.16)  -0.1358
C (11.95, 0.94, -0.95)  -0.1131
C (12.17, 2.04, -1.79)  -0.1284
C (11.01, 2.26, -2.52)  -0.1441
H (9.17, 1.21, -2.50)  0.1507
H (10.10, -0.30, -0.68)  0.1024
H (12.63, 0.57, -0.20)  0.0865
H (13.07, 2.62, -1.88)  0.0887
H (10.80, 2.97, -3.30)  0.1041
N (4.85, -6.35, -11.31)  0.0074
C (4.09, -5.49, -10.52)  -0.1289
C (4.93, -4.57, -9.85)  -0.1259
C (6.16, -4.73, -10.42)  -0.1369
C (6.05, -5.68, -11.48)  -0.1283
H (4.59, -7.24, -11.71)  0.1434
H (3.05, -5.79, -10.45)  0.0956
H (4.70, -3.93, -9.02)  0.0927
H (7.09, -4.22, -10.21)  0.0889
H (6.86, -6.06, -12.09)  0.0919